Entry 1:
DFT (ωB97M-V/def2-TZVPD) results for a structure of composition C26H28Cl2N5NiO.

Each line ends with the Löwdin charge.
Geometry (Å):
Ni -0.46 -0.75 1.37  0.67
O -0.33 0.34 -0.33  -0.39
H -0.84 0.88 -0.97  -0.05
N 0.32 1.07 2.30  0.01
C -0.22 1.77 3.39  -0.10
C 0.17 3.02 3.86  -0.06
C 1.15 3.71 3.18  -0.07
C 1.79 3.10 2.12  -0.02
C 1.35 1.79 1.73  -0.09
H -0.90 1.25 4.04  0.10
H -0.18 3.52 4.75  0.11
H 1.39 4.68 3.58  0.12
H 2.54 3.56 1.50  0.11
H 1.81 1.18 0.98  0.09
N 1.57 -1.47 1.06  0.01
C 2.51 -1.62 2.07  -0.13
C 3.83 -1.73 1.84  -0.07
C 4.33 -1.89 0.57  -0.06
C 3.50 -1.83 -0.49  -0.05
C 2.13 -1.56 -0.25  -0.05
H 2.18 -1.62 3.10  0.11
H 4.46 -1.86 2.71  0.12
H 5.39 -2.04 0.38  0.12
H 3.81 -1.95 -1.51  0.11
H 1.48 -1.31 -1.07  0.09
N -2.49 -0.18 1.45  0.00
C -2.99 0.96 0.84  -0.09
C -4.29 1.40 1.02  -0.06
C -5.17 0.62 1.73  -0.04
C -4.73 -0.57 2.34  -0.03
C -3.42 -0.89 2.14  -0.13
H -2.45 1.67 0.24  0.11
H -4.63 2.26 0.48  0.12
H -6.18 0.99 1.82  0.12
H -5.44 -1.24 2.81  0.12
H -3.07 -1.79 2.63  0.11
N 3.80 2.10 -3.98  0.05
C 3.04 1.09 -3.49  -0.13
C 1.96 1.34 -2.62  -0.08
C 1.72 2.67 -2.26  -0.10
C 2.48 3.68 -2.77  -0.07
C 3.58 3.35 -3.58  -0.13
H 3.28 0.07 -3.76  0.09
H 1.34 0.55 -2.23  0.05
H 0.93 2.80 -1.54  0.09
H 2.40 4.73 -2.51  0.10
H 4.25 4.10 -3.98  0.10
N -0.96 -2.59 0.29  0.02
C -1.99 -2.49 -0.67  -0.10
C -2.49 -3.57 -1.41  -0.05
C -2.09 -4.85 -1.08  -0.04
C -1.10 -5.04 -0.12  -0.06
C -0.60 -3.94 0.52  -0.11
H -2.33 -1.48 -0.80  0.08
H -3.25 -3.41 -2.16  0.11
H -2.52 -5.69 -1.60  0.12
H -0.70 -5.99 0.20  0.11
H 0.19 -4.04 1.24  0.10
C -1.74 0.69 -3.68  -1.05
Cl -2.19 1.84 -5.00  0.51
Cl -1.49 -0.94 -4.21  0.54
H -0.83 1.00 -3.18  -0.01
H -2.61 0.57 -3.03  0.01

The value obtained for the relative energy (zero: lowest compared OMol25 entry of this formula, charge and spin) is 0.525 eV. Its charge is +1. The gap between HOMO and LUMO (spin up / spin down) comes out at 8.696 / 8.208 eV. The HOMO energy (spin up / spin down) comes out at -11.3 / -11.3 eV. Its spin multiplicity is 3.

***

Entry 2:
DFT (ωB97M-V/def2-TZVPD) results for a structure of composition C26H28Cl6LuN2O2.

Each line ends with the Löwdin charge.
Geometry (Å):
Lu -0.90 0.08 0.12  1.28
Cl 1.45 -0.12 -1.01  0.05
N 0.02 2.26 -0.05  -0.04
N -0.22 -2.21 0.39  0.01
C -0.85 3.07 -0.60  -0.43
C -0.80 -2.95 -0.51  -0.41
C 1.18 3.10 0.36  -0.58
C 0.54 4.49 0.44  -0.03
C 2.24 3.09 -0.73  -0.07
C 1.75 2.60 1.67  -0.05
H 1.86 3.56 -1.65  0.09
H 2.53 2.06 -0.95  -0.01
H 3.12 3.65 -0.37  0.09
H 0.97 2.58 2.43  0.04
H 2.55 3.27 1.98  0.09
H 2.16 1.59 1.54  0.08
C 0.80 -3.06 1.09  -0.55
C 0.58 -4.44 0.45  -0.05
C 0.53 -3.06 2.58  -0.05
C 2.22 -2.59 0.82  -0.10
H 2.40 -2.52 -0.26  0.04
H 2.92 -3.32 1.25  0.09
H 2.41 -1.62 1.28  0.06
H -0.49 -3.40 2.77  0.05
H 0.66 -2.06 2.99  0.08
H 1.24 -3.74 3.08  0.09
O -0.44 -4.22 -0.58  0.02
H 0.19 -5.19 1.16  0.13
H 1.47 -4.84 -0.07  0.13
O -0.68 4.35 -0.42  0.03
H 1.14 5.31 0.01  0.13
H 0.20 4.73 1.46  0.13
C -2.06 2.54 -1.33  -0.05
C -1.93 -2.46 -1.39  -0.05
C -1.59 -1.21 -2.22  -0.26
H -2.79 -2.26 -0.71  0.09
H -2.23 -3.27 -2.07  0.12
C -1.81 0.06 -1.74  -0.31
C -1.69 1.32 -2.20  -0.26
H -1.77 -0.40 1.84  -0.07
C -1.05 1.33 -3.44  -0.24
C -0.72 0.10 -4.03  0.00
C -0.78 2.65 -4.03  -0.04
C -0.95 -1.16 -3.46  -0.25
H -0.29 0.13 -5.03  0.11
C -0.59 -2.45 -4.06  -0.04
H -0.20 -2.31 -5.06  0.07
H -1.46 -3.09 -4.14  0.08
H 0.14 -2.99 -3.47  0.09
H -1.65 3.29 -3.95  0.08
H -0.54 2.55 -5.07  0.07
H 0.04 3.16 -3.54  0.08
H -2.49 3.32 -1.97  0.12
H -2.81 2.27 -0.55  0.12
Cl -3.04 -2.93 1.94  0.68
C -3.26 -1.47 2.89  -0.72
C -2.69 -0.25 2.57  -0.28
C -2.57 0.95 3.25  -0.73
Cl -1.67 2.25 2.45  0.67
C -3.47 1.07 4.28  -0.78
Cl -3.65 2.62 4.94  0.66
C -4.21 -0.10 4.61  -0.76
Cl -5.31 0.07 5.88  0.61
C -4.08 -1.38 3.98  -0.78
Cl -4.96 -2.74 4.46  0.66

The value obtained for the relative energy (zero: lowest compared OMol25 entry of this formula, charge and spin) is 2.809 eV. Its charge is -1. The gap between HOMO and LUMO (spin up / spin down) comes out at 3.077 / 3.077 eV. The HOMO energy (spin up / spin down) comes out at -0.6 / -0.6 eV.

***

Entry 3:
DFT (ωB97M-V/def2-TZVPD) results for a structure of composition C26H28F4N2O9S2.

Each line ends with the Löwdin charge.
Geometry (Å):
C 7.43 1.10 1.25  -0.05
C 6.14 1.17 0.46  -0.29
C 6.03 2.03 -0.61  -0.04
C 4.85 2.11 -1.33  -0.03
C 3.76 1.33 -0.99  -0.22
C 2.50 1.41 -1.83  -0.10
C 1.25 1.13 -1.05  -0.13
C 0.58 1.97 -0.20  -0.13
S 1.16 3.65 -0.08  0.67
C -0.16 4.57 -0.82  -0.11
O 1.29 4.01 1.31  -0.29
O 2.28 3.87 -0.94  -0.30
C -0.60 1.54 0.58  -0.05
C -1.32 2.49 1.53  -0.30
C -2.75 2.88 1.11  -0.02
F -1.39 1.91 2.81  0.00
C -1.08 0.25 0.47  -0.11
C -2.26 -0.29 1.23  -0.04
C -1.93 -1.18 2.45  -0.25
O -0.79 -0.81 3.16  0.03
C -1.88 -2.69 2.18  -0.56
F -2.76 -3.10 1.25  0.13
F -2.19 -3.37 3.32  0.12
F -0.65 -3.11 1.81  0.12
C -0.43 -0.62 -0.45  -0.30
N -0.80 -1.87 -0.75  -0.21
S 0.24 -2.40 -1.83  1.06
N 1.19 -1.14 -1.99  -0.21
C 0.71 -0.19 -1.18  -0.30
C 3.88 0.47 0.08  -0.02
C 5.06 0.39 0.80  -0.04
H 7.39 0.28 1.96  0.07
H 8.26 0.91 0.57  0.08
H 7.61 2.02 1.79  0.08
H 6.86 2.66 -0.89  0.11
H 4.76 2.80 -2.15  0.12
H 2.45 2.39 -2.29  0.10
H 2.57 0.66 -2.62  0.12
H -0.16 4.33 -1.88  0.08
H 0.12 5.61 -0.69  0.08
H -1.12 4.37 -0.36  0.05
H -0.73 3.38 1.67  0.10
H -2.86 3.97 1.10  0.08
H -3.45 2.52 1.86  0.09
H -3.01 2.50 0.13  0.07
H -2.86 0.54 1.60  0.09
H -2.90 -0.85 0.55  0.13
H -2.76 -1.08 3.16  0.16
H 0.00 -0.98 2.62  0.11
H 3.04 -0.15 0.37  0.11
H 5.11 -0.29 1.64  0.11
C -2.14 -7.35 2.00  -0.11
C -1.03 -6.31 1.95  -0.12
O 0.11 -7.11 1.60  0.06
C -0.32 -8.23 0.97  -0.57
O 0.38 -9.00 0.41  0.17
O -1.67 -8.34 1.07  0.06
H -3.10 -6.97 1.68  0.13
H -2.23 -7.81 2.98  0.13
H -1.19 -5.57 1.17  0.12
H -0.86 -5.81 2.90  0.13
C -4.39 1.95 -4.65  -0.11
C -5.33 2.06 -3.46  -0.11
O -4.50 1.61 -2.39  0.06
C -3.21 1.80 -2.74  -0.56
O -2.29 1.68 -1.99  0.17
O -3.11 2.13 -4.04  0.07
H -4.55 2.72 -5.41  0.13
H -4.42 0.97 -5.12  0.13
H -5.64 3.08 -3.27  0.13
H -6.21 1.42 -3.54  0.13

Its charge is 0. The gap between HOMO and LUMO comes out at 7.708 eV. The HOMO energy comes out at -8.5 eV.